1.
{
  "formula": "C34H26N9O3Sn",
  "method": "ωB97M-V/def2-TZVPD",
  "species": ["Sn", "O", "C", "C", "C", "C", "N", "C", "C", "C", "C", "C", "C", "O", "C", "C", "N", "H", "H", "H", "H", "H", "H", "H", "H", "H", "H", "H", "H", "C", "O", "C", "C", "C", "C", "C", "C", "C", "N", "C", "C", "N", "C", "C", "C", "C", "N", "C", "C", "N", "C", "C", "C", "C", "H", "H", "H", "H", "H", "H", "H", "H", "H", "H", "H", "H", "H", "H", "N", "C", "N", "C", "N"],
  "xyz": [[-16.503, 17.822, -4.026], [-16.335, 24.882, -3.461], [-16.144, 24.399, -4.793], [-16.024, 22.893, -4.639], [-15.777, 22.047, -5.747], [-15.709, 20.696, -5.482], [-16.103, 20.176, -4.303], [-16.396, 20.945, -3.222], [-16.244, 22.340, -3.384], [-16.641, 20.203, -2.020], [-16.823, 20.942, -0.843], [-17.051, 20.286, 0.364], [-17.062, 20.991, 1.736], [-18.384, 20.740, 2.286], [-17.332, 18.872, 0.326], [-17.113, 18.216, -0.852], [-16.776, 18.838, -2.006], [-16.442, 25.840, -3.440], [-15.182, 24.763, -5.142], [-16.960, 24.622, -5.481], [-15.579, 22.361, -6.778], [-15.455, 20.066, -6.281], [-16.137, 23.069, -2.583], [-16.713, 22.032, -0.887], [-16.791, 22.042, 1.601], [-16.339, 20.578, 2.425], [-18.909, 21.547, 2.353], [-17.515, 18.405, 1.317], [-17.040, 17.167, -0.873], [-26.812, 9.000, -0.156], [-25.512, 9.107, 0.436], [-24.637, 9.977, -0.113], [-23.312, 9.521, -0.321], [-22.361, 10.354, -0.821], [-22.651, 11.663, -1.187], [-23.994, 12.136, -0.958], [-24.990, 11.312, -0.435], [-21.788, 12.637, -1.705], [-22.121, 13.892, -2.089], [-20.921, 14.458, -2.488], [-19.871, 13.505, -2.336], [-20.471, 12.368, -1.871], [-18.511, 13.820, -2.502], [-17.488, 12.960, -2.106], [-16.166, 13.392, -2.241], [-15.935, 14.666, -2.784], [-16.963, 15.524, -2.992], [-18.238, 15.119, -2.949], [-19.284, 16.077, -3.236], [-18.930, 17.305, -3.698], [-19.869, 18.236, -3.884], [-21.218, 17.974, -3.667], [-21.589, 16.778, -3.098], [-20.611, 15.775, -2.904], [-27.139, 7.996, 0.125], [-26.872, 9.165, -1.216], [-27.453, 9.720, 0.377], [-22.977, 8.519, -0.011], [-21.402, 9.892, -0.972], [-24.079, 13.173, -1.235], [-26.037, 11.720, -0.299], [-20.081, 11.435, -1.775], [-17.703, 11.965, -1.732], [-15.276, 12.800, -2.002], [-14.933, 14.956, -3.050], [-19.600, 19.138, -4.421], [-21.860, 18.819, -3.883], [-22.599, 16.504, -2.894], [-10.636, 19.918, -2.801], [-11.390, 19.052, -2.583], [-12.080, 17.965, -2.244], [-13.198, 17.794, -2.895], [-14.275, 17.553, -3.330]],
  "atomic_forces_ev_per_a": [[0.994, -0.937, -1.106], [-0.410, 0.520, -0.422], [0.808, -0.638, 1.316], [-0.492, -0.455, -1.199], [0.154, 0.429, 0.811], [-1.390, 0.906, 1.486], [0.198, 0.390, 0.147], [1.892, 0.715, -3.491], [0.343, -0.418, 0.650], [-1.451, -0.825, 2.466], [0.372, -0.244, 0.456], [-0.374, -1.024, 0.243], [-1.369, -0.234, -0.970], [0.794, 0.383, -0.066], [0.986, 2.090, 1.265], [0.487, 0.953, -0.401], [0.123, 1.516, -0.094], [0.074, -0.115, -0.231], [-0.005, 0.249, -0.525], [-0.006, 0.193, 0.038], [-0.065, 0.275, 0.603], [0.311, -1.323, -0.690], [-0.701, -0.535, 0.069], [0.013, -0.562, 0.177], [-0.399, 0.020, 0.111], [0.229, -0.373, -0.008], [0.277, -0.024, -0.097], [-0.008, -0.049, -1.129], [-0.371, -1.258, -0.205], [-0.521, 0.233, 1.891], [0.413, -0.275, -0.653], [0.346, 0.362, -0.225], [-1.080, -0.466, 0.983], [0.570, 0.457, -0.652], [-3.776, -0.439, 1.274], [1.342, -1.083, -0.102], [-0.263, 0.314, -0.246], [0.779, 2.027, -1.296], [1.287, -0.852, 0.250], [0.785, -2.576, 1.086], [-1.657, 1.097, -0.416], [0.361, 0.102, -0.082], [-0.546, -0.339, 0.202], [1.656, 0.297, -0.193], [-0.288, -0.091, -0.466], [-1.831, 0.060, 0.434], [1.789, 0.035, -0.847], [1.047, -0.074, 0.569], [-0.031, 0.794, 0.471], [-0.637, 0.283, 0.551], [0.466, -1.554, -0.751], [0.026, 0.535, 0.687], [0.650, -0.237, -0.586], [-0.578, 0.747, -0.694], [-0.098, 0.154, -0.318], [0.403, 0.033, -0.506], [-0.111, -0.209, -0.415], [-0.693, 0.435, -0.213], [0.533, 0.149, -0.062], [-0.812, 0.100, 0.136], [1.425, -0.730, -0.062], [0.004, 0.516, 0.057], [-0.023, 0.144, 0.060], [-0.632, -0.042, -0.024], [0.117, 0.577, 0.217], [0.362, 0.177, 0.358], [-0.509, -0.420, 0.096], [-0.626, 0.089, 0.165], [-1.232, -0.874, 0.231], [1.784, 0.969, -0.165], [-1.853, -0.159, -1.284], [-0.141, -0.069, 1.032], [0.779, 0.179, 0.308]],
  "de_lowest_ev": 0.000,
  "lumo_ev": -3.72,
  "charge": 1,
  "fmax_ev_per_a": 4.03,
  "homo_lumo_gap_ev": 6.22
}

2.
{
  "formula": "C34H27N2O3Sn",
  "method": "ωB97M-V/def2-TZVPD",
  "species": ["Sn", "O", "C", "C", "C", "C", "C", "C", "C", "C", "C", "O", "C", "C", "C", "C", "C", "C", "C", "C", "C", "C", "C", "C", "N", "C", "C", "C", "C", "C", "C", "C", "C", "C", "C", "C", "C", "H", "H", "H", "H", "H", "H", "H", "H", "H", "H", "H", "H", "H", "H", "H", "H", "H", "H", "H", "H", "H", "H", "H", "H", "H", "H", "H", "O", "C", "N"],
  "xyz": [[0.163, 0.343, -0.994], [-0.070, 2.280, -0.244], [-0.853, 2.956, 0.669], [-1.519, 1.961, 1.653], [-0.548, 1.102, 2.403], [-0.371, 1.262, 3.772], [0.523, 0.450, 4.444], [1.216, -0.505, 3.727], [0.993, -0.614, 2.359], [1.816, -1.562, 1.545], [2.816, -0.766, 0.657], [2.131, -0.221, -0.414], [3.901, -1.690, 0.083], [4.970, -1.105, -0.597], [5.943, -1.880, -1.203], [5.866, -3.270, -1.147], [4.806, -3.862, -0.483], [3.832, -3.076, 0.126], [3.459, 0.305, 1.550], [4.450, -0.035, 2.467], [4.939, 0.902, 3.367], [4.434, 2.195, 3.365], [3.451, 2.545, 2.450], [2.971, 1.607, 1.543], [0.130, 0.173, 1.710], [0.020, 4.004, 1.378], [-0.200, 4.449, 2.676], [0.610, 5.423, 3.251], [1.652, 5.980, 2.526], [1.877, 5.549, 1.223], [1.075, 4.567, 0.662], [-2.015, 3.684, -0.045], [-2.761, 4.680, 0.583], [-3.833, 5.282, -0.060], [-4.180, 4.896, -1.347], [-3.444, 3.905, -1.980], [-2.370, 3.306, -1.334], [-2.140, 1.324, 1.026], [-2.175, 2.481, 2.352], [-0.946, 2.009, 4.303], [0.678, 0.562, 5.510], [1.945, -1.148, 4.201], [1.183, -2.130, 0.860], [2.331, -2.248, 2.219], [5.023, -0.024, -0.648], [6.764, -1.404, -1.724], [6.624, -3.880, -1.621], [4.731, -4.942, -0.438], [3.010, -3.563, 0.632], [4.845, -1.046, 2.478], [5.713, 0.621, 4.072], [4.809, 2.927, 4.071], [3.040, 3.547, 2.443], [2.195, 1.878, 0.836], [-1.016, 4.042, 3.259], [0.423, 5.744, 4.268], [2.287, 6.736, 2.973], [2.690, 5.972, 0.645], [1.259, 4.207, -0.342], [-2.499, 5.001, 1.583], [-4.397, 6.056, 0.446], [-5.016, 5.366, -1.852], [-3.706, 3.592, -2.983], [-1.792, 2.540, -1.830], [-3.981, -1.035, 0.471], [-2.859, -0.880, 0.089], [-1.744, -0.730, -0.292]],
  "atomic_forces_ev_per_a": [[-0.052, -0.025, -0.193], [0.034, 0.032, 0.000], [0.016, 0.070, -0.010], [0.041, 0.001, -0.039], [0.045, -0.064, -0.090], [-0.043, -0.041, 0.083], [-0.008, -0.020, -0.028], [-0.054, 0.010, 0.064], [-0.059, 0.052, -0.043], [-0.033, 0.048, -0.027], [-0.016, -0.116, -0.063], [0.019, 0.145, 0.117], [-0.052, 0.036, -0.060], [-0.033, 0.007, 0.015], [-0.006, -0.026, 0.006], [0.013, 0.051, -0.011], [-0.023, 0.015, 0.028], [0.054, 0.004, -0.005], [0.039, 0.038, -0.005], [0.012, 0.008, 0.031], [-0.005, -0.020, -0.010], [-0.016, 0.004, -0.022], [-0.002, -0.066, 0.005], [0.062, 0.003, 0.000], [0.085, 0.072, 0.188], [0.041, -0.001, -0.048], [-0.043, 0.041, 0.058], [0.007, -0.013, -0.023], [-0.016, -0.021, -0.046], [-0.039, 0.029, 0.026], [-0.006, 0.042, -0.002], [0.017, 0.009, 0.002], [0.008, -0.026, 0.000], [0.001, -0.013, -0.019], [0.020, -0.012, -0.004], [0.009, 0.013, 0.033], [-0.014, 0.024, 0.000], [-0.080, -0.050, 0.053], [-0.005, 0.010, 0.001], [0.017, 0.004, -0.021], [0.008, 0.003, -0.003], [-0.015, -0.008, 0.000], [-0.024, -0.072, 0.062], [0.028, 0.018, 0.008], [-0.002, -0.010, -0.008], [-0.001, 0.000, -0.002], [0.007, 0.004, -0.003], [-0.010, -0.001, 0.003], [-0.025, -0.029, -0.005], [0.001, 0.000, -0.006], [0.001, -0.007, -0.001], [-0.008, 0.006, 0.005], [0.022, -0.018, 0.011], [0.021, -0.006, -0.003], [0.043, 0.002, -0.011], [-0.002, -0.004, 0.005], [-0.004, 0.006, -0.008], [0.003, -0.010, 0.003], [-0.001, 0.000, 0.008], [0.007, 0.003, 0.004], [0.004, -0.002, 0.002], [-0.004, -0.002, 0.000], [-0.001, 0.001, 0.000], [0.009, 0.003, -0.002], [-0.042, -0.013, 0.039], [0.013, -0.019, -0.079], [0.034, -0.101, 0.036]],
  "de_lowest_ev": 0.139,
  "lumo_ev": 2.72,
  "charge": -1,
  "fmax_ev_per_a": 0.22,
  "homo_lumo_gap_ev": 7.63
}

- Number 1 is which compound?
  C34H26N9O3Sn